The following is a DFT calculation (wB97M-V/def2-TZVPD) of one molecule with the formula C7H10.

Summary:
SMILES = C=CC1CC(=C)C1
charge = 0
energy above the lowest of the compared OMol25 structures with the same formula, charge and spin = 1.921 eV
Kohn-Sham gap = 10.4 eV

Each line ends with the Löwdin charge.
Cartesian coordinates (Å):
1 C -1.190 0.807 0.041  -0.095
2 C 0.176 0.780 -2.187  0.052
3 C -0.430 0.238 -1.141  -0.320
4 C 1.750 -0.230 1.353  0.013
5 C 0.472 -0.115 1.700  -0.154
6 C -0.718 -0.449 0.846  -0.295
7 C -0.413 -1.139 -0.509  -0.107
8 H -2.273 0.802 -0.126  0.114
9 H -0.884 1.788 0.421  0.114
10 H 0.111 1.847 -2.387  0.059
11 H 0.769 0.180 -2.873  0.059
12 H 2.061 -0.637 0.395  0.054
13 H 2.544 0.101 2.016  0.053
14 H 0.229 0.327 2.668  0.102
15 H -1.494 -0.927 1.453  0.130
16 H 0.496 -1.744 -0.591  0.105
17 H -1.268 -1.743 -0.836  0.117

Atomic forces in eV per Å
-0.087 0.196 -0.007
-0.103 -0.077 0.151
0.137 0.135 -0.259
-0.096 0.003 0.029
0.128 0.020 -0.034
-0.022 -0.101 0.182
0.074 -0.135 -0.052
0.154 -0.015 0.022
-0.041 -0.159 -0.075
-0.018 -0.143 0.033
-0.084 0.052 0.101
-0.074 0.036 0.125
-0.114 -0.048 -0.039
0.044 -0.070 -0.135
0.120 0.083 -0.085
-0.145 0.124 -0.007
0.129 0.100 0.050